Entry 1:
# C3H6N2S2

A structure of composition C3H6N2S2 (wB97M-V/def2-TZVPD, the OMol25 dataset).

```
! RIJCOSX wB97M-V def2-TZVPD def2/J DEFGRID3
* xyz 0 1
C -0.2484 -0.7917 0.1944
C 0.3319 0.3882 0.8816
C -0.1259 0.0111 -1.1977
H -2.0186 -1.8250 -0.2193
H -2.1296 -0.6789 1.4215
H 0.5907 -1.4732 0.0329
H 1.1346 -0.0737 1.5117
H -0.2122 1.0733 1.6154
H 2.7906 1.6309 -0.5493
N -1.4606 -1.4784 0.7930
N 0.5114 0.9459 -0.5030
S 1.3613 2.3308 -1.1783
S -0.5254 -0.0594 -2.8028
*
```

The orbital gap comes out at 0.29597 Ha. As for the LUMO energy: -0.39 eV. The calculation puts the HOMO energy at -8.44 eV. The energy relative to the best compared isomer or geometry (same formula, charge and spin) comes out at 106.77 kcal per mole. Its calculated total energy is -1023.63279 hartree. The molecular weight is 134.23 g mol⁻¹. The strongest force on any atom comes out at 4.93 eV/Å.

natural (NBO) atomic charge list, values in e, 8 entries: atom 1 (C): -0.0996, atom 2 (C): -0.2328, atom 3 (C): 0.1107, atom 4 (H): 0.3924, atom 5 (H): 0.3742, atom 6 (H): 0.1998, atom 7 (H): 0.2108, atom 8 (H): 0.2158

=====

Entry 2:
# C10H16

A cluster of 2 separate species, C10H16 in total (wB97M-V/def2-TZVPD, the OMol25 dataset).

```
! RIJCOSX wB97M-V def2-TZVPD def2/J DEFGRID3
* xyz 0 1
C 1.3566 1.8983 -0.4208
C -0.0736 1.3845 0.1232
C -0.6027 0.2470 -0.6341
C 0.1259 -0.7130 -1.3458
C -0.2880 -1.5817 -2.3243
C -1.6296 -1.4658 -2.7401
C -2.5143 -0.6230 -2.0833
C -1.8882 0.2861 -1.2146
H 1.7388 1.1060 -1.1660
H 2.0444 2.0750 0.4775
H 1.2532 2.8835 -0.9982
H 0.2539 1.0702 1.1326
H -0.6777 2.3475 0.2813
H 1.1850 -0.9359 -1.2957
H 0.3544 -2.2322 -2.8551
H -1.9433 -2.3148 -3.3759
H -3.4835 -0.2932 -2.6201
H -2.4632 1.1889 -0.7197
C 1.6365 -0.4193 2.5710
C 0.1484 -0.7077 2.7557
H 1.8417 0.6626 3.0444
H 2.2253 -1.1445 3.1612
H 2.0477 -0.5097 1.5481
H -0.0102 -1.0625 3.7800
H -0.2684 -1.3272 1.9713
H -0.3693 0.1811 2.9473
*
```

The orbital gap comes out at 0.36671 Ha. As for the LUMO energy: 0.99 eV. The calculation puts the HOMO energy at -8.99 eV. The energy relative to the best compared isomer or geometry (same formula, charge and spin) comes out at 63.59 kcal per mole. Its calculated total energy is -390.53454 hartree. The molecular weight is 136.24 g mol⁻¹. The strongest force on any atom comes out at 4.62 eV/Å.

natural (NBO) atomic charge list, values in e, 8 entries: atom 1 (C): -0.6072, atom 2 (C): -0.4477, atom 3 (C): -0.0582, atom 4 (C): -0.2020, atom 5 (C): -0.2303, atom 6 (C): -0.1913, atom 7 (C): -0.2550, atom 8 (C): -0.1605

=====

Entry 3:
# C28H42N4O7

The molecule C28H42N4O7 (wB97M-V/def2-TZVPD, the OMol25 dataset).

```
! RIJCOSX wB97M-V def2-TZVPD def2/J DEFGRID3
* xyz 0 1
C -6.8224 -1.7817 -1.4585
C -5.3466 -1.9285 -1.8209
O -4.5882 -2.6147 -0.8433
C -4.3845 -1.8949 0.3526
C -3.1611 -2.4722 1.0634
C -1.8940 -2.3687 0.2040
N -1.2910 -1.0510 0.2222
C -0.4690 -0.6449 1.2010
O -0.0637 0.5178 1.2688
C -0.0556 -1.6598 2.2536
C 1.0000 -1.0904 3.2081
C 2.3734 -1.0973 2.5543
O 3.1740 -1.9895 2.7306
N 2.5970 -0.0164 1.7565
C 3.7652 0.2486 1.0842
C 4.9690 -0.5097 1.0574
C 5.7947 0.2291 0.2655
C 7.1936 0.0231 -0.1815
O 5.1448 1.3333 -0.1494
N 3.8852 1.3389 0.3633
C -1.4746 -0.1985 -0.9578
C -2.5902 0.8497 -0.7466
O -3.5436 0.9009 -1.5038
N -2.4077 1.6188 0.3300
C -3.2953 2.6918 0.7706
C -3.3501 3.7837 -0.3056
C -4.7017 2.1313 0.9998
C -2.6997 3.2803 2.0595
C -2.6078 2.3025 3.2266
C -0.1790 0.4338 -1.4337
C -0.1414 1.7694 -1.8065
C 1.0229 2.3268 -2.2905
C 2.1539 1.5481 -2.4358
C 2.1387 0.2007 -2.1033
O 3.2258 -0.6183 -2.2899
C 4.3228 -0.1186 -3.0150
C 0.9626 -0.3679 -1.5814
O 0.7961 -1.6813 -1.2258
C 1.8965 -2.5439 -1.0400
H -6.9477 -1.1143 -0.6092
H -7.3619 -1.3667 -2.3051
H -7.2462 -2.7520 -1.2094
H -5.2450 -2.5385 -2.7223
H -4.9084 -0.9385 -2.0061
H -5.2613 -1.9843 1.0119
H -4.2307 -0.8334 0.1297
H -3.0321 -1.9536 2.0142
H -3.3515 -3.5273 1.2628
H -2.1717 -2.6146 -0.8215
H -1.1653 -3.1121 0.5314
H 0.3509 -2.5472 1.7648
H -0.9350 -1.9638 2.8242
H 0.7267 -0.0759 3.5004
H 1.0586 -1.7225 4.0946
H 1.8208 0.6187 1.5753
H 5.1551 -1.4363 1.5541
H 7.2298 -0.1185 -1.2610
H 7.6079 -0.8524 0.3083
H 7.7960 0.8962 0.0630
H -1.8298 -0.8541 -1.7610
H -1.5008 1.5478 0.7834
H -4.0333 4.5741 -0.0068
H -3.6990 3.3560 -1.2418
H -2.3630 4.2149 -0.4596
H -4.6718 1.2778 1.6725
H -5.3437 2.8973 1.4266
H -5.1219 1.8079 0.0516
H -3.3078 4.1364 2.3570
H -1.6969 3.6496 1.8307
H -2.1066 2.7815 4.0648
H -3.5943 1.9902 3.5583
H -2.0360 1.4200 2.9511
H -1.0301 2.3732 -1.7284
H 1.0535 3.3690 -2.5663
H 3.0546 1.9996 -2.8152
H 5.0142 -0.9567 -3.1007
H 4.0231 0.2092 -4.0158
H 4.8154 0.7075 -2.4951
H 2.6345 -2.1224 -0.3549
H 2.3831 -2.7952 -1.9835
H 1.4749 -3.4507 -0.6035
*
```

The orbital gap comes out at 0.32114 Ha. As for the LUMO energy: 0.66 eV. The calculation puts the HOMO energy at -8.08 eV. The energy relative to the best compared isomer or geometry (same formula, charge and spin) comes out at 0.00 kcal per mole. Its calculated total energy is -1837.85677 hartree. The molecular weight is 546.66 g mol⁻¹. The strongest force on any atom comes out at 1.29 eV/Å.

natural (NBO) atomic charge list, values in e, 8 entries: atom 1 (C): -0.6394, atom 2 (C): -0.0722, atom 3 (O): -0.5558, atom 4 (C): -0.0658, atom 5 (C): -0.4123, atom 6 (C): -0.2220, atom 7 (N): -0.4195, atom 8 (C): 0.7361

=====

Entry 4:
# C59H47Cl2LaN6O2Te2

A structure of composition C59H47Cl2LaN6O2Te2 (wB97M-V/def2-TZVPD, the OMol25 dataset).

```
! RIJCOSX wB97M-V def2-TZVPD def2/J DEFGRID3
* xyz -2 1
La 0.4267 -0.3421 1.5568
C -1.1059 4.3724 2.9867
C -0.6427 3.0377 3.0438
N 0.3346 2.5880 2.3082
C 0.9124 3.4494 1.4437
C 0.4394 4.7268 1.1762
C -0.6187 5.2104 1.9987
C 1.0126 5.5733 0.1357
C 1.9676 5.0125 -0.6189
C 2.5456 3.7040 -0.3630
C 3.6575 3.1829 -1.0046
C 4.2219 1.9933 -0.5884
C 3.5972 1.2836 0.4429
N 2.4353 1.7210 0.9660
C 2.0465 2.9415 0.6694
H -1.8660 4.6933 3.7489
H -1.1575 2.3004 3.7197
H -1.0225 6.2022 1.8432
H 0.5846 6.5420 -0.0954
H 2.3619 5.6264 -1.4763
H 4.1079 3.6787 -1.8743
H 5.1328 1.6010 -1.0542
H 3.8428 0.2968 0.8729
C -0.9708 0.3948 -6.2681
C -0.7285 0.3804 -4.7198
C -0.8534 1.5739 -4.0066
C -0.6554 1.6479 -2.6295
C -0.8105 2.9076 -1.9306
O -0.9599 3.0794 -0.7643
C -0.6723 4.2198 -2.7921
C 0.2435 4.4252 -3.8352
C 0.4185 5.6490 -4.4207
C -0.3239 6.7549 -3.9547
C -1.1765 6.5873 -2.9060
C -1.3742 5.3306 -2.3544
C -0.3778 0.4461 -1.8704
O -0.0584 0.6183 -0.6455
C -0.5075 -0.8261 -2.5344
C -0.5987 -0.7994 -3.9495
C -0.6180 -2.1003 -1.7824
N -0.7207 -2.0689 -0.5043
C -1.3104 -3.2790 0.1535
C -2.6564 -2.9413 0.8802
Te -4.4588 -3.0941 -0.2712
C -4.5239 -1.3730 -1.5493
C -4.1708 -0.1054 -1.0981
C -4.2289 1.0144 -1.9235
C -4.6370 0.8377 -3.2722
C -5.0877 -0.4285 -3.7119
C -4.9492 -1.5307 -2.8749
C -0.5998 -3.3579 -2.5867
C 0.4708 -4.1721 -2.3018
C 0.6268 -5.4166 -2.9142
C -0.3116 -5.8752 -3.8097
C -1.4539 -5.0631 -4.1076
C -1.5780 -3.8133 -3.4782
H -0.3912 -0.3996 -6.5957
H -0.6062 1.3170 -6.7653
H -2.0678 0.4890 -6.3857
H -1.2128 2.4353 -4.5780
H 0.8117 3.5881 -4.1690
H 1.2175 5.7678 -5.1940
H -0.2640 7.7714 -4.3444
H -1.7286 7.3955 -2.5137
H -1.9915 5.2363 -1.4663
H -0.6245 -1.7081 -4.5056
H -0.6972 -3.5927 0.9983
H -1.4827 -4.2053 -0.4429
H -2.5619 -1.9995 1.4505
H -2.7883 -3.7210 1.6400
H -3.7807 0.0720 -0.1037
H -3.7003 1.9294 -1.6417
H -4.5185 1.6341 -4.0511
H -5.2600 -0.6143 -4.7490
H -5.1056 -2.5353 -3.2508
H 1.2482 -3.8099 -1.5521
H 1.4693 -5.9535 -2.4973
H -0.2512 -6.7756 -4.3216
H -2.2297 -5.3751 -4.8179
H -2.4749 -3.2340 -3.7205
C 3.8538 -2.8618 -2.9209
C 3.0633 -1.7656 -2.7224
C 2.6349 -1.3392 -1.4398
C 3.0239 -2.0884 -0.3069
C 3.8427 -3.2119 -0.4632
C 4.2276 -3.5622 -1.7536
N 2.5839 -1.5617 0.9367
N 3.3360 -1.9844 2.0028
C 3.2692 -1.3243 3.0727
C 4.2463 -1.5540 4.1854
C 4.3420 -0.5862 5.1676
C 3.5111 0.5868 5.0761
C 2.5544 0.6473 4.1204
N 2.3625 -0.2712 3.1467
H 4.2172 -3.1630 -3.8310
H 2.7958 -1.1424 -3.5494
H 2.0902 -0.3679 -1.2940
H 4.3602 -3.6078 0.4066
H 4.9714 -4.3759 -1.8582
H 4.8966 -2.4242 4.1678
H 5.0939 -0.7036 6.0517
H 3.6558 1.4688 5.6635
H 1.9549 1.5078 4.1132
Cl -2.2429 0.3061 2.3662
Te -0.4729 -2.8461 3.6602
Cl -1.7324 0.1888 7.7121
C -1.7386 -1.6030 7.7704
C -2.0535 -2.1523 8.9934
C -1.9716 -3.5567 9.0663
C -1.7235 -4.3332 7.9690
C -1.4636 -3.7481 6.7340
C -1.3884 -2.3426 6.6416
C -1.0437 -1.6577 5.3552
H -2.2331 -1.4818 9.7974
H -2.1824 -4.0405 10.0148
H -1.7616 -5.4387 8.0102
H -1.3134 -4.3741 5.8300
H -1.9068 -1.1140 5.0558
H -0.2692 -0.8512 5.5252
*
```

The orbital gap comes out at 0.15425 Ha. As for the LUMO energy: 3.63 eV. The calculation puts the HOMO energy at -0.57 eV. The energy relative to the best compared isomer or geometry (same formula, charge and spin) comes out at 39.19 kcal per mole. Its calculated total energy is -4243.68099 hartree. The molecular weight is 1337.08 g mol⁻¹. The strongest force on any atom comes out at 3.62 eV/Å.

Löwdin atomic charge list, values in e, 8 entries: atom 1 (La): 1.5910, atom 2 (C): -0.0477, atom 3 (C): -0.1876, atom 4 (N): 0.0779, atom 5 (C): -0.1626, atom 6 (C): -0.1604, atom 7 (C): -0.0142, atom 8 (C): -0.0373

=====

Entry 5:
# C6H12OS

A structure of composition C6H12OS (wB97M-V/def2-TZVPD, the OMol25 dataset).

```
! RIJCOSX wB97M-V def2-TZVPD def2/J DEFGRID3
* xyz 0 3
C 2.3928 -0.8299 0.1020
C -0.9777 1.5388 0.9842
C 1.2527 -1.2686 -0.3658
C -1.9760 1.1650 2.1340
C 0.7183 -2.3874 -0.9972
C -0.7895 1.1148 -1.8284
O -1.5597 -0.7965 0.0399
S -0.5879 0.2531 -0.1351
H 2.6955 0.1346 0.6194
H 3.2842 -1.3254 -0.1001
H -0.1670 2.1674 1.0614
H -2.4510 2.1794 2.3844
H -1.5329 0.6361 3.0028
H -2.7709 0.6371 1.4722
H -0.3437 -2.2847 -0.9888
H 1.1048 -2.4681 -2.1550
H 1.2342 -3.2522 -0.5469
H -0.3772 2.0826 -1.7218
H -0.3200 0.6398 -2.6443
H -1.8549 1.0030 -1.7789
*
```

The orbital gap (alpha / beta) comes out at 0.25121 / 0.29582 Ha. As for the LUMO energy (alpha / beta): 0.88 / -0.98 eV. The calculation puts the HOMO energy (alpha / beta) at -5.96 / -9.03 eV. The energy relative to the best compared isomer or geometry (same formula, charge and spin) comes out at 70.86 kcal per mole. Its calculated total energy is -708.95157 hartree. The molecular weight is 132.23 g mol⁻¹. The strongest force on any atom comes out at 4.71 eV/Å. As for the expectation value of S²: 2.0189.

natural (NBO) atomic charge list, values in e, 8 entries: atom 1 (C): -0.5280, atom 2 (C): -0.3536, atom 3 (C): 0.0770, atom 4 (C): -0.6918, atom 5 (C): -0.7462, atom 6 (C): -0.7765, atom 7 (O): -0.9909, atom 8 (S): 1.3339

=====

Entry 6:
# C3H4N2O2

The molecule C3H4N2O2 (wB97M-V/def2-TZVPD, the OMol25 dataset).

```
! RIJCOSX wB97M-V def2-TZVPD def2/J DEFGRID3
* xyz 0 1
C -1.5746 -0.4327 0.1415
N -0.3508 0.3084 0.2712
C 0.1968 1.4438 -0.0768
O 0.3068 2.6186 0.0496
N 0.7681 0.2338 -0.7154
C 1.8541 -0.4609 -0.0912
O 1.7922 -0.9532 1.0019
H -1.8905 -0.5501 -0.9006
H -1.3929 -1.4101 0.5922
H -2.3336 0.0987 0.7174
H 2.7196 -0.5668 -0.7624
*
```

The orbital gap comes out at 0.40583 Ha. As for the LUMO energy: 0.75 eV. The calculation puts the HOMO energy at -10.30 eV. The energy relative to the best compared isomer or geometry (same formula, charge and spin) comes out at 93.24 kcal per mole. Its calculated total energy is -376.61521 hartree. The molecular weight is 100.08 g mol⁻¹. The strongest force on any atom comes out at 0.84 eV/Å.

natural (NBO) atomic charge list, values in e, 8 entries: atom 1 (C): -0.4165, atom 2 (N): -0.2859, atom 3 (C): 0.8266, atom 4 (O): -0.5091, atom 5 (N): -0.4130, atom 6 (C): 0.5201, atom 7 (O): -0.5162, atom 8 (H): 0.2074